Record 1
Computed, not measured: a cluster of 2 separate species, C5H13NO in total, with ωB97M-V with the def2-TZVPD basis set.

## Properties
ΔE to the lowest compared entry with this formula, charge and spin = 148.1 kcal/mol
Electronic energy = -328.0828 Eh

```
! RIJCOSX wB97M-V def2-TZVPD def2/J DEFGRID3
* xyz 0 1
C -0.6464 1.9320 -1.9664
C -0.4303 0.3291 -1.5492
C -0.1779 0.2647 -0.1304
C -1.0172 -0.4990 0.8201
N -0.6198 -1.9184 0.8999
C 1.2354 0.4205 0.4073
H -0.1311 2.2888 -2.8590
H -1.6802 2.2479 -1.8837
H -0.0683 2.3584 -1.1386
H 0.4703 -0.0116 -2.1400
H -1.4255 0.0610 -1.9501
H -0.9758 -0.1283 1.8479
H -2.1329 -0.3813 0.5329
H -0.2220 -1.8752 -0.0575
H 1.8440 0.7143 -0.4530
H 1.3399 1.1516 1.2203
H 1.5704 -0.5651 0.7403
H 0.1776 -2.0285 1.5674
H 1.4790 -2.2847 3.5134
O 1.4109 -2.0761 2.5784
*
```

***

Record 2
Computed, not measured: the molecule C5H9N3S, with ωB97M-V with the def2-TZVPD basis set.

## Properties
ΔE to the lowest compared entry with this formula, charge and spin = 56.0 kcal/mol
Electronic energy = -758.2621 Eh

```
! RIJCOSX wB97M-V def2-TZVPD def2/J DEFGRID3
* xyz 0 1
C 0.0062 0.3844 1.6411
C -0.2023 -0.3045 0.3139
C 0.9146 -1.3821 0.1314
N -0.0028 0.7698 -0.6743
N 1.0524 1.5076 -0.5977
N 1.3044 2.1192 -1.6175
C 0.3339 1.8735 -2.5849
S -1.3436 2.6084 -2.2141
C -0.5855 0.9194 -1.9491
H 1.0367 0.7756 1.5476
H -0.5918 1.2118 1.7974
H -0.1607 -0.3931 2.5212
H -1.1079 -0.8686 0.2099
H 1.9104 -1.0582 -0.0017
H 0.8322 -1.7198 -0.8584
H 0.7603 -2.0872 0.8891
H 0.4484 2.0268 -3.6593
H -1.1645 0.0436 -2.3300
*
```

***

Record 3
Computed, not measured: a structure of composition C39H62GeN5O3ReS2Si, with ωB97M-V with the def2-TZVPD basis set.

## Properties
<S²> = 3.779
ΔE to the lowest compared entry with this formula, charge and spin = 37.6 kcal/mol
Electronic energy = -5263.5677 Eh

```
! RIJCOSX wB97M-V def2-TZVPD def2/J DEFGRID3
* xyz 1 4
Re 0.5777 -0.4144 0.5759
C -1.7784 -1.2583 2.6115
N -0.4106 -0.6757 2.6245
C -0.5937 0.8037 3.0143
C 0.3929 -1.2757 3.7212
C 0.6776 -2.6966 3.6727
N 1.9397 -3.0974 3.0544
C 1.8972 -4.5725 2.7560
C 3.0613 -2.8067 3.9979
H -2.0915 -1.1576 3.6724
H -1.8020 -2.3293 2.3833
H -2.4661 -0.6684 2.0007
H -1.1636 0.7716 3.9400
H -1.2463 1.2040 2.1987
H 0.2700 1.4070 3.0624
H -0.2088 -1.0758 4.6303
H 1.3324 -0.6896 3.8046
H -0.1951 -3.1749 3.2095
H 0.5294 -3.1037 4.6411
H 1.4936 -5.1463 3.6425
H 2.8386 -5.0149 2.4336
H 1.2454 -4.6744 1.8674
H 2.9736 -3.3224 4.9625
H 3.0135 -1.7397 4.1420
H 4.0088 -3.0596 3.4981
O 1.0667 3.5572 2.8148
S 1.7897 3.3219 1.6173
O 1.6082 4.0779 0.4365
N 1.7617 1.6598 1.1175
C 2.8843 1.0970 1.4635
S 2.9342 -0.6444 1.3980
C 3.9117 1.8884 2.1549
C 5.1256 1.4554 2.6676
C 5.8641 2.3691 3.3913
C 5.4825 3.7259 3.3659
C 4.2774 4.1506 2.8759
C 3.5026 3.1833 2.2075
H 5.3793 0.4324 2.4893
H 6.8189 2.1044 3.8412
H 6.0835 4.4785 3.8299
H 3.9677 5.1916 2.8371
C 0.0512 -3.7389 -3.1669
Ge 0.5179 -3.8756 -1.3004
C 2.4262 -4.2967 -1.1662
C -0.7286 -5.2660 -0.7289
C 0.0289 -2.4269 0.0791
H -0.2887 -4.7067 -3.5838
H 0.8628 -3.3906 -3.8121
H -0.7994 -3.0838 -3.3305
H 2.7393 -3.5622 -0.4252
H 2.8072 -4.1295 -2.1237
H 2.5740 -5.2772 -0.7133
H -0.2488 -6.2436 -0.5087
H -1.4560 -5.5293 -1.4729
H -1.2697 -4.9913 0.1611
H 0.3411 -3.0809 0.9503
H -1.0488 -2.4938 0.1604
C 1.7898 1.5475 -1.7160
C 1.7986 1.8990 -3.2486
N 2.0985 0.7004 -4.0312
C 3.1094 -0.1118 -3.3934
C 2.5348 -0.8109 -2.1046
N 1.3659 0.0239 -1.6519
C 0.2554 -0.2719 -2.6247
C 0.8460 -0.1169 -4.0318
H 1.0274 2.0830 -1.2081
H 2.7317 1.6405 -1.2294
H 2.5330 2.6664 -3.4634
H 0.8063 2.1912 -3.4999
H 3.9845 0.4190 -3.1194
H 3.3799 -0.8372 -4.1133
H 3.2793 -0.9597 -1.3049
H 2.1581 -1.8709 -2.3563
H -0.5051 0.4127 -2.3430
H -0.0566 -1.3440 -2.5722
H 0.1036 0.2719 -4.7227
H 1.0393 -1.0704 -4.5196
C -4.9667 0.3206 -1.8367
C -3.8528 -0.2716 -1.0313
C -3.2661 -1.4855 -1.7536
C -4.5723 -0.7837 0.2542
Si -2.5110 1.0061 -0.5884
O -1.1416 0.2823 0.0073
C -3.0571 2.3349 0.6442
C -2.0591 3.1653 1.1245
C -2.2966 4.4471 1.5643
C -3.6055 4.8323 1.7809
C -4.6292 3.8984 1.5388
C -4.3958 2.6841 0.9346
C -2.1870 1.9999 -2.1995
C -2.2200 1.4669 -3.5178
C -2.0076 2.1907 -4.7122
C -1.6425 3.5239 -4.6063
C -1.5303 4.0765 -3.3792
C -1.8290 3.3707 -2.2042
H -5.7722 -0.5192 -1.9161
H -4.7572 0.5485 -2.9064
H -5.4771 1.1737 -1.3871
H -2.4040 -1.9799 -1.3420
H -2.9848 -1.3296 -2.7838
H -4.0796 -2.2314 -1.7222
H -5.2861 -1.4612 -0.1376
H -5.0624 0.0250 0.7202
H -3.8897 -1.3105 0.9684
H -1.0034 2.8536 0.8992
H -1.4930 5.2026 1.7779
H -3.9143 5.8401 2.0748
H -5.6200 4.1898 1.8628
H -5.2704 2.1090 0.7858
H -2.3708 0.4184 -3.6883
H -2.1289 1.6914 -5.6901
H -1.3417 4.1401 -5.4273
H -1.2733 5.1234 -3.2417
H -1.6428 3.8073 -1.2561
*
```

***

Record 4
Computed, not measured: the molecule C4H8ClNO, with ωB97M-V with the def2-TZVPD basis set.

## Properties
ΔE to the lowest compared entry with this formula, charge and spin = 21.3 kcal/mol
Electronic energy = -747.3647 Eh

```
! RIJCOSX wB97M-V def2-TZVPD def2/J DEFGRID3
* xyz 0 1
C 0.7408 -1.3153 -0.7377
C 0.3724 -0.4689 0.4442
C -0.9163 0.2923 0.1819
N -0.6291 1.7001 0.5545
C 0.6427 1.7386 1.1545
Cl 0.8228 1.5521 2.8715
O 1.3165 0.6451 0.6591
H -0.1973 -1.3421 -1.3077
H 1.0653 -2.3577 -0.4531
H 1.6598 -0.9223 -1.2315
H 0.4007 -1.0894 1.3089
H -1.3045 0.2582 -0.8352
H -1.7517 -0.0816 0.8916
H -1.3266 2.0653 1.2170
H 1.0339 2.7054 0.8821
*
```

***

Record 5
Computed, not measured: a structure of composition C40H61IrOP2Si, with ωB97M-V with the def2-TZVPD basis set.

## Properties
ΔE to the lowest compared entry with this formula, charge and spin = 0.0 kcal/mol
Electronic energy = -2712.1789 Eh

```
! RIJCOSX wB97M-V def2-TZVPD def2/J DEFGRID3
* xyz 2 1
Ir 0.7749 -0.1070 0.9385
C 3.8134 -1.6881 -0.5035
Si 2.4869 -0.4279 -0.6465
C 1.4544 -0.8405 -2.1642
C 1.9079 -0.6411 -3.4689
C 1.0871 -0.9246 -4.5576
C -0.1996 -1.4084 -4.3509
C -0.6545 -1.6445 -3.0572
C 0.1723 -1.3578 -1.9783
P -0.1255 -1.8206 -0.2493
C 0.7763 -3.4114 -0.2057
C -0.0378 -4.4910 -0.9357
C 0.7955 -5.7743 -1.0325
C 1.2481 -6.2517 0.3471
C 2.0343 -5.1631 1.0737
C 1.2103 -3.8819 1.1932
C -1.8994 -2.0791 0.1037
C -2.0084 -2.7856 1.4735
C -3.4460 -2.8613 1.9798
C -4.1024 -1.4926 2.0392
C -4.0714 -0.8459 0.6613
C -2.6431 -0.7412 0.1278
C 3.1181 1.2931 -0.6121
C 4.4756 1.6086 -0.7121
C 4.9118 2.9169 -0.5400
C 4.0007 3.9151 -0.2171
C 2.6537 3.6094 -0.0777
C 2.2137 2.3040 -0.2911
P 0.4680 1.8491 -0.2192
C -0.3283 2.9914 0.9681
C -0.9580 4.2470 0.3421
C -1.5874 5.1254 1.4291
C -2.6186 4.3560 2.2463
C -1.9735 3.1345 2.8919
C -1.3665 2.2265 1.8264
C -0.0929 2.0869 -1.9452
C -1.6020 1.8621 -2.2116
C -2.0672 2.6355 -3.4553
C -1.0009 2.5960 -4.5467
C 0.2953 3.3003 -4.0855
C 0.3568 3.4300 -2.5574
H 4.3665 -1.6931 -1.4486
H 4.5157 -1.4955 0.3121
H 3.3936 -2.6832 -0.3507
H 2.9063 -0.2518 -3.6473
H 1.4480 -0.7622 -5.5659
H -0.8446 -1.6152 -5.1954
H -1.6526 -2.0434 -2.9053
H 1.6728 -3.1931 -0.7878
H -0.9539 -4.7031 -0.3761
H -0.3234 -4.1572 -1.9346
H 0.1976 -6.5432 -1.5227
H 1.6693 -5.5903 -1.6656
H 0.3705 -6.5275 0.9422
H 1.8608 -7.1473 0.2483
H 2.3295 -5.5033 2.0670
H 2.9554 -4.9491 0.5192
H 0.3322 -4.0754 1.8135
H 1.7979 -3.1006 1.6901
H -2.3083 -2.7171 -0.6856
H -1.6089 -3.7975 1.4072
H -1.3905 -2.2415 2.2041
H -4.0269 -3.5033 1.3083
H -3.4544 -3.3414 2.9595
H -5.1309 -1.5870 2.3880
H -3.5759 -0.8532 2.7611
H -4.6837 -1.4344 -0.0298
H -4.5094 0.1547 0.6948
H -2.6466 -0.3130 -0.8633
H -2.0891 -0.0552 0.7674
H 5.2029 0.8316 -0.9241
H 5.9628 3.1554 -0.6423
H 4.3385 4.9323 -0.0675
H 1.9568 4.3942 0.1908
H 0.4914 3.3007 1.6263
H -0.2072 4.8229 -0.1992
H -1.7302 3.9601 -0.3746
H -0.8038 5.5027 2.0953
H -2.0462 5.9925 0.9525
H -3.0525 4.9999 3.0112
H -3.4383 4.0360 1.5932
H -1.1834 3.4627 3.5766
H -2.7038 2.5766 3.4813
H -0.8955 1.3569 2.3042
H -2.1622 1.8529 1.1760
H 0.4642 1.3105 -2.4689
H -1.7620 0.8046 -2.3787
H -2.2161 2.1559 -1.3557
H -3.0021 2.2050 -3.8151
H -2.2845 3.6746 -3.1922
H -0.7901 1.5522 -4.7915
H -1.3780 3.0604 -5.4573
H 1.1673 2.7403 -4.4331
H 0.3654 4.2972 -4.5215
H 1.3657 3.7050 -2.2523
H -0.3123 4.2274 -2.2384
C 2.2858 -0.1938 5.2749
C 1.1369 -0.2447 4.3326
C -0.2109 -0.6528 4.8312
O 1.2971 0.0229 3.1371
H 2.0123 0.3448 6.1828
H 3.1576 0.2533 4.8070
H 2.5219 -1.2191 5.5790
H -0.3315 -0.4455 5.8921
H -0.3093 -1.7350 4.6911
H -0.9950 -0.1649 4.2529
*
```

***

Record 6
Computed, not measured: a structure of composition C5H5N, with ωB97M-V with the def2-TZVPD basis set.

## Properties
ΔE to the lowest compared entry with this formula, charge and spin = 84.8 kcal/mol
Electronic energy = -248.1399 Eh

```
! RIJCOSX wB97M-V def2-TZVPD def2/J DEFGRID3
* xyz 0 1
C 1.0698 -0.3759 -0.0485
C 0.1997 -0.6365 -1.1263
C -1.1803 -0.1295 -0.9798
N -1.5969 0.6635 0.0472
C -0.8190 0.5345 1.1337
C 0.4978 0.1041 1.1229
H 2.1028 -0.6948 -0.1285
H 0.5785 -1.0963 -2.0453
H -0.6485 0.5689 -2.0484
H -1.2928 0.8924 2.0432
H 1.0889 0.1696 2.0297
*
```

***

Record 7
Computed, not measured: a cluster of 5 separate species, C55H58BClFIN2O18S in total, with ωB97M-V with the def2-TZVPD basis set.

## Properties
Electronic energy = -4874.7750 Eh

```
! RIJCOSX wB97M-V def2-TZVPD def2/J DEFGRID3
* xyz 0 1
C 0.4874 5.1301 1.8835
C 1.7472 4.6111 1.4532
C 1.7223 3.1712 0.7612
C 2.4444 1.9815 1.4912
C 2.3703 0.5835 0.8335
B 3.0217 -0.7862 1.4702
O 4.3404 -1.2789 1.1112
C 2.1850 -1.7144 2.5329
C 1.1983 -0.8721 3.4832
C 1.6073 0.4175 -0.4999
C 0.8977 1.5945 -1.2711
C 0.9717 3.0168 -0.5959
C 0.2155 4.1984 -1.3625
C 1.1604 5.1110 -2.2962
C 2.6766 4.6387 -2.1282
N 3.2530 3.6069 -3.0485
O 3.3426 5.1678 -1.1894
N 0.2053 1.3510 -2.5517
Cl 1.3631 1.1140 -3.8308
C -0.7654 0.2412 -2.4794
C -2.2051 0.4654 -2.9852
C -3.1991 -0.7168 -2.8464
I -5.2344 -0.3436 -3.5731
C -2.8080 -2.0862 -2.2403
C -3.8242 -3.3217 -2.0405
C -4.1838 -3.3242 -0.4461
C -5.3726 -2.2819 -0.0816
C -4.9335 -1.2126 1.0651
C -5.2426 0.3119 0.6614
C -6.8044 0.6973 0.7015
C -7.0196 2.2585 0.3086
C -6.7740 2.5335 -1.2643
C -7.3327 3.9887 -1.7120
C -1.3335 -2.3506 -1.7549
C -0.8265 -3.7181 -1.1148
C 0.0596 -4.6067 -2.1566
C -0.4153 -6.1465 -2.0430
F -0.0649 -4.0672 -3.4867
C -0.3548 -1.1635 -1.8911
S 1.4261 -1.2509 -1.3273
H 0.4368 6.0642 2.5408
H -0.5091 4.6266 1.6406
H 2.6947 5.2109 1.6392
H 2.9944 2.1189 2.4932
H 5.0519 -0.7746 1.5726
H 1.5233 -2.4099 1.8808
H 2.8931 -2.4271 3.1049
H 1.5109 0.2111 3.6427
H 1.1404 -1.3884 4.5147
H 0.1269 -0.9280 3.0641
H -0.5554 3.7011 -2.0652
H -0.3848 4.8578 -0.6557
H 1.1008 6.2138 -1.9616
H 0.8590 5.0637 -3.4075
H 4.0506 4.0665 -3.5296
H 3.6826 2.9268 -2.3839
H -2.5275 1.4645 -3.4178
H -4.7756 -3.1740 -2.6778
H -3.3122 -4.3285 -2.2720
H -4.3783 -4.3747 -0.0410
H -3.2529 -2.9350 0.1134
H -6.2669 -2.8736 0.3455
H -5.7221 -1.6597 -0.9707
H -3.8264 -1.2823 1.3364
H -5.5225 -1.4344 2.0220
H -4.7164 1.0688 1.3621
H -4.8187 0.5361 -0.3873
H -7.4119 0.0372 -0.0195
H -7.2865 0.5696 1.7331
H -8.0689 2.5986 0.6396
H -6.2878 2.9340 0.8981
H -5.6450 2.4776 -1.4587
H -7.2540 1.6735 -1.8506
H -8.4801 4.0449 -1.6623
H -7.0256 4.2755 -2.7744
H -6.9526 4.8305 -1.0223
H -1.6480 -4.3282 -0.6049
H -0.0894 -3.4302 -0.2689
H 1.1757 -4.6110 -1.8590
H 0.1793 -6.7385 -1.2592
H -1.5340 -6.1800 -1.7673
H -0.2717 -6.6920 -3.0435
O 7.1910 -0.1387 1.5586
C 7.9575 -0.1648 0.6094
C 9.1802 -0.9731 0.6113
C 10.0032 -0.9637 -0.4393
O 11.1418 -1.7122 -0.4531
C 9.7155 -0.1350 -1.6441
O 10.4996 -0.1373 -2.5775
C 8.4806 0.6554 -1.6567
C 7.6551 0.6437 -0.6078
O 6.5041 1.3707 -0.6076
H 9.3788 -1.5686 1.4925
H 11.5606 -1.5310 -1.3178
H 8.2749 1.2385 -2.5444
H 6.0855 1.1967 0.2575
O 2.3416 0.7957 5.6382
C 2.1823 1.2343 6.7649
C 2.5364 0.4676 7.9636
C 2.3314 0.9759 9.1807
O 2.6574 0.2772 10.3021
C 1.7364 2.3299 9.3671
O 1.5468 2.7542 10.4939
C 1.4044 3.1065 8.1685
C 1.6124 2.5999 6.9512
O 1.3111 3.3104 5.8295
H 2.9652 -0.5143 7.8147
H 2.4120 0.8570 11.0496
H 0.9897 4.0945 8.3176
H 1.5499 2.7294 5.0810
O -10.0195 1.6051 -7.5156
C -10.2908 2.1925 -6.4827
C -11.3920 3.1568 -6.3922
C -11.6467 3.7920 -5.2461
O -12.6668 4.6877 -5.1462
C -10.8264 3.5503 -4.0252
O -11.0764 4.1622 -3.0007
C -9.7406 2.5685 -4.1090
C -9.4882 1.9309 -5.2539
O -8.4851 1.0151 -5.3459
H -11.9780 3.3247 -7.2858
H -12.6419 5.0075 -4.2230
H -9.1641 2.3893 -3.2111
H -8.5052 0.6993 -6.2707
O 7.1613 -8.4023 -0.2553
C 7.7441 -7.4075 0.1398
C 8.8558 -6.8013 -0.6001
C 9.4794 -5.7210 -0.1249
O 10.5111 -5.1449 -0.8015
C 9.0756 -5.0965 1.1664
O 9.6810 -4.1217 1.5768
C 7.9488 -5.6874 1.8947
C 7.3227 -6.7657 1.4182
O 6.2737 -7.3246 2.0811
H 9.1403 -7.2656 -1.5347
H 10.7903 -4.3842 -0.2529
H 7.6546 -5.2136 2.8217
H 5.9990 -8.0876 1.5357
*
```

***

Record 8
Computed, not measured: a structure of composition C23H17Br2FeN6OS, with ωB97M-V with the def2-TZVPD basis set.

## Properties
<S²> = 0.770
Electronic energy = -8100.2358 Eh

```
! RIJCOSX wB97M-V def2-TZVPD def2/J DEFGRID3
* xyz 0 2
Fe -1.1719 -0.4335 -1.2428
Br -2.7149 -6.3170 1.2244
C -2.3316 -4.6307 0.4832
C -3.3550 -3.8603 -0.0450
C -3.0161 -2.6298 -0.5715
N -1.7672 -2.1695 -0.5729
C -0.7629 -2.9294 -0.0913
C -1.0262 -4.1760 0.4608
C 0.5938 -2.3588 -0.1805
C 1.7203 -3.0355 0.2640
C 2.9538 -2.4278 0.1288
Br 4.5036 -3.3197 0.7182
C 3.0482 -1.1717 -0.4403
C 1.8762 -0.5634 -0.8547
N 0.6767 -1.1309 -0.7285
H -4.3804 -4.1973 -0.0499
H -3.7441 -1.9564 -1.0097
H -0.2421 -4.7971 0.8653
H 1.6584 -4.0181 0.7053
H 3.9968 -0.6706 -0.5626
H 1.8750 0.4209 -1.3080
S -0.3388 1.5278 -2.0333
C -0.5153 2.3456 -0.5166
N -0.2653 3.5893 -0.2854
N 0.2725 4.3177 -1.3210
C 1.5377 4.1266 -1.8392
C 2.4143 3.1667 -1.3303
C 3.6837 3.0242 -1.8720
C 4.1041 3.8271 -2.9207
C 3.2355 4.7885 -3.4250
C 1.9696 4.9409 -2.8921
N -1.0185 1.6945 0.6328
N -1.3447 0.5040 0.5676
C -1.8160 -0.0217 1.8490
C -2.2277 -1.3456 1.9942
C -2.6676 -1.8049 3.2273
C -2.6994 -0.9590 4.3218
C -2.2873 0.3601 4.1811
C -1.8492 0.8277 2.9562
H -0.2347 5.1438 -1.5826
H 2.1160 2.5369 -0.5044
H 4.3553 2.2770 -1.4652
H 5.0954 3.7110 -3.3381
H 3.5512 5.4256 -4.2412
H 1.3054 5.6965 -3.2961
H -2.1949 -1.9932 1.1330
H -2.9872 -2.8348 3.3316
H -3.0424 -1.3223 5.2818
H -2.3089 1.0275 5.0323
H -1.5323 1.8546 2.8579
O -2.7009 -0.0595 -1.6953
*
```

***

Record 9
Computed, not measured: the molecule C4H7NO2, with ωB97M-V with the def2-TZVPD basis set.

## Properties
ΔE to the lowest compared entry with this formula, charge and spin = 84.7 kcal/mol
Electronic energy = -361.7458 Eh

```
! RIJCOSX wB97M-V def2-TZVPD def2/J DEFGRID3
* xyz 0 1
O 0.7288 1.3215 1.5019
C -0.0307 0.4408 0.6933
C 0.6806 0.1588 -0.6245
N -0.1085 -0.7697 -1.4410
C -1.1305 -0.5100 -2.2221
C -0.2197 -0.8266 1.5193
O 0.1657 -1.9198 1.1828
H 0.2698 2.1625 1.5862
H -1.0281 0.8536 0.4771
H 1.6640 -0.2724 -0.4175
H 0.8164 1.0913 -1.1795
H 0.1342 -1.7427 -1.2799
H -1.2446 0.6026 -2.1882
H -0.7208 -0.6615 2.4938
*
```